Entry 1:
The following is a quantum chemistry calculation of 16 unconnected molecules or ions with the total composition H32O16 at a distorted geometry, from OMol25.

Element x y z (Å)
O 0.681 0.654 -2.712
H 1.449 0.223 -3.092
H -0.022 0.007 -2.721
O -0.794 -3.055 2.098
H -1.232 -2.395 1.636
H -1.530 -3.454 2.601
O 1.256 2.946 -1.643
H 0.598 3.232 -1.013
H 1.011 2.023 -1.845
O -0.925 3.750 -0.136
H -1.659 3.934 -0.664
H -1.160 3.069 0.523
O 1.256 -1.859 -1.384
H 1.181 -2.136 -2.322
H 2.091 -1.402 -1.305
O 1.630 1.543 1.374
H 1.428 0.874 2.014
H 2.326 1.098 0.875
O -2.757 -1.097 1.230
H -2.836 -1.582 0.413
H -1.906 -0.638 1.137
O 1.425 -3.697 0.305
H 0.752 -3.755 0.988
H 1.303 -2.875 -0.177
O 1.064 4.050 2.048
H 1.254 3.141 1.779
H 0.809 4.582 1.236
O -2.400 1.227 -0.909
H -2.911 1.484 -0.136
H -1.612 0.838 -0.523
O 3.190 -0.175 -0.634
H 3.559 0.533 -1.168
H 3.963 -0.141 -0.123
O -2.388 -2.700 -0.897
H -1.802 -2.105 -1.376
H -2.973 -3.059 -1.546
O -1.374 2.063 1.982
H -0.942 2.646 2.632
H -1.555 1.203 2.420
O -0.251 -0.078 0.272
H 0.243 -0.485 -0.452
H 0.287 0.673 0.491
O -1.162 -1.271 -2.780
H -1.837 -1.216 -3.448
H -0.579 -2.012 -3.045
O 1.214 -1.213 2.888
H 0.598 -1.681 2.312
H 2.039 -1.711 2.800

Its frontier orbital gap is 9.079 eV. As for the net charge: 0. The LUMO energy comes out at -0.79 eV.

Results of the natural (NBO) charge analysis, in e, for atoms 1 through 6: atom 1 (O): -0.95, atom 2 (H): 0.46, atom 3 (H): 0.50, atom 4 (O): -0.97, atom 5 (H): 0.48, atom 6 (H): 0.49

Entry 2:
The following is a quantum chemistry calculation of a molecular structure, C40H62N6O2Se2Ti at a distorted geometry, from OMol25.

Element x y z (Å)
Ti -0.259 0.365 0.068
N -2.007 -0.713 1.853
C -2.853 -1.740 1.250
C -2.617 -1.778 -0.254
N -1.202 -2.038 -0.622
C -0.897 -3.427 -0.234
C 0.390 -4.036 -0.750
N 1.593 -3.347 -0.289
C -1.000 -1.872 -2.075
C 0.425 -1.396 -2.439
N 1.112 -0.781 -1.284
H -2.433 0.196 1.741
H -1.840 -0.863 2.839
H -2.633 -2.707 1.703
H -3.921 -1.563 1.403
H -3.275 -2.529 -0.710
H -2.904 -0.807 -0.668
H -0.923 -3.511 0.851
H -1.701 -4.063 -0.629
H 0.349 -5.081 -0.428
H 0.383 -4.051 -1.842
H 1.506 -3.096 0.685
H 2.415 -3.922 -0.393
H -1.233 -2.799 -2.607
H -1.708 -1.130 -2.426
H 1.023 -2.213 -2.840
H 0.332 -0.647 -3.221
H 1.530 -1.538 -0.745
H 1.873 -0.209 -1.629
C 3.837 3.127 5.831
C 2.470 2.508 6.163
C 2.624 1.654 7.423
C 1.471 3.635 6.460
C 1.977 1.690 4.965
C 1.730 2.309 3.742
C 1.303 1.566 2.666
Se 0.931 2.435 0.996
C -0.707 3.345 1.427
C -0.640 4.574 2.058
C -1.804 5.251 2.390
C -3.003 4.626 2.050
C -3.112 3.398 1.391
C -1.913 2.727 1.058
O -1.892 1.556 0.420
C -4.510 2.874 1.000
C -4.723 3.086 -0.505
C -5.623 3.622 1.743
C -4.701 1.384 1.323
C -1.738 6.612 3.091
C -3.126 7.214 3.311
C -1.058 6.447 4.457
C -0.920 7.596 2.241
C 1.128 0.164 2.681
O 0.788 -0.438 1.532
C 1.331 -0.470 3.923
C 1.749 0.324 5.004
C 1.067 -1.951 4.270
C 2.296 -2.573 4.955
C 0.747 -2.821 3.057
C -0.134 -2.035 5.228
H 4.190 3.748 6.661
H 3.784 3.756 4.938
H 4.580 2.345 5.646
H 2.968 2.286 8.247
H 3.360 0.856 7.288
H 1.674 1.203 7.724
H 1.803 4.222 7.323
H 0.479 3.228 6.679
H 1.372 4.315 5.611
H 1.870 3.379 3.620
H 0.334 5.000 2.276
H -3.920 5.141 2.297
H -4.719 4.153 -0.743
H -5.687 2.668 -0.817
H -3.934 2.610 -1.085
H -5.670 4.678 1.467
H -5.513 3.550 2.829
H -6.583 3.176 1.471
H -4.074 0.764 0.690
H -5.744 1.103 1.151
H -4.464 1.178 2.371
H -3.743 6.584 3.958
H -3.656 7.364 2.366
H -3.023 8.188 3.795
H -1.609 5.740 5.083
H -1.006 7.407 4.980
H -0.038 6.069 4.344
H -1.357 7.703 1.245
H 0.113 7.262 2.119
H -0.899 8.582 2.717
H 1.907 -0.184 5.946
H 3.199 -2.376 4.372
H 2.165 -3.657 5.030
H 2.455 -2.193 5.966
H 1.672 -3.052 2.525
H 0.057 -2.330 2.374
H 0.321 -3.771 3.391
H 0.001 -1.410 6.113
H -0.281 -3.069 5.557
H -1.051 -1.707 4.728
Se -1.861 1.633 -2.478
N -0.212 1.446 -1.669
C 0.691 2.029 -2.522
C 2.076 2.108 -2.309
C 2.888 2.708 -3.258
C 2.345 3.233 -4.439
C 0.994 3.152 -4.688
C 0.135 2.539 -3.748
N -1.192 2.400 -3.949
H 2.510 1.736 -1.392
H 3.952 2.780 -3.077
H 2.998 3.701 -5.167
H 0.563 3.546 -5.602

Its frontier orbital gap (alpha / beta) is 5.976 / 7.651 eV. As for the net charge: 0. The LUMO energy (alpha / beta) comes out at 0.32 / 0.05 eV. The spin multiplicity is 3.

Results of the Mulliken charge analysis, in e, for atoms 1 through 6: atom 1 (Ti): 0.52, atom 2 (N): -0.01, atom 3 (C): -1.10, atom 4 (C): -0.69, atom 5 (N): 0.77, atom 6 (C): -0.70

Entry 3:
The following is a quantum chemistry calculation of a single C7H17BN2O4 molecule at a distorted geometry, from OMol25.

Element x y z (Å)
B -0.209 0.562 0.028
C 2.611 -0.565 -1.581
C 2.050 -1.180 2.304
C 0.155 2.425 -1.528
C 2.418 -1.269 -0.197
C -2.383 -0.900 0.755
C -1.780 0.321 -0.306
C 1.823 -0.449 0.898
N -2.514 1.626 -0.113
N -3.767 -0.830 0.506
O -4.165 -1.418 -0.497
O -4.455 -0.104 1.202
O 0.521 1.454 -0.580
O 0.394 -0.390 0.783
H 1.584 -0.201 -1.941
H 3.107 -1.325 -2.343
H 3.121 0.456 -1.657
H 3.081 -1.580 2.224
H 1.615 -0.571 3.195
H 1.400 -2.152 2.112
H -0.151 2.002 -2.410
H 1.080 3.082 -1.705
H -0.682 3.106 -1.060
H 3.317 -1.636 0.081
H 1.804 -2.077 -0.465
H -1.981 -1.763 0.346
H -2.125 -0.552 1.775
H -1.945 0.021 -1.316
H 2.219 0.660 0.986
H -3.422 1.422 -0.383
H -2.720 1.826 0.887

Its frontier orbital gap is 10.068 eV. As for the net charge: 0. As for the SMILES: CC[C@H](C)OB(OC)[C@H](N)C[N+](=O)[O-]. The LUMO energy comes out at 0.35 eV.

Results of the natural (NBO) charge analysis, in e, for atoms 1 through 6: atom 1 (B): 1.12, atom 2 (C): -0.61, atom 3 (C): -0.63, atom 4 (C): -0.24, atom 5 (C): -0.44, atom 6 (C): -0.30

Entry 4:
The following is a quantum chemistry calculation of a molecular structure, C29H39BrF6N4O10S4SiZr at a distorted geometry, from OMol25.

Element x y z (Å)
Zr -0.166 -1.160 -0.950
C 2.720 -1.065 -4.964
S 4.283 -1.391 -4.172
C 3.715 -1.428 -2.533
S 4.274 -2.440 -1.158
N 2.554 -0.822 -2.275
N 1.986 -1.287 -1.080
C 2.934 -1.813 -0.167
C 2.221 -2.745 0.792
C 2.854 -3.635 1.611
C 2.135 -4.196 2.693
C 0.752 -3.905 2.762
C 0.127 -3.192 1.799
N 0.865 -2.611 0.802
H 2.984 -1.113 -5.990
H 1.826 -1.615 -4.709
H 2.602 -0.022 -4.718
H 3.485 -1.110 0.519
H 3.945 -3.771 1.464
H 2.743 -4.720 3.475
H 0.109 -4.203 3.579
H -0.952 -3.137 1.803
F 1.123 -4.214 -4.016
C -0.104 -4.312 -4.642
F 0.084 -4.290 -5.971
F -0.769 -5.436 -4.297
S -1.060 -2.772 -4.063
O -0.287 -1.660 -4.511
O -2.384 -3.000 -4.568
N -1.018 -2.682 -2.453
S -2.288 -3.201 -1.498
O -2.028 -2.382 -0.260
O -3.584 -3.221 -2.102
C -2.072 -4.970 -0.945
F -2.177 -5.807 -2.007
F -0.809 -5.135 -0.371
F -3.015 -5.323 -0.062
C -3.131 0.978 4.643
C -2.674 1.378 3.253
C -3.660 0.868 2.173
C -2.618 2.884 3.179
O -1.360 0.806 3.073
Si -0.194 0.881 1.961
O -0.492 -0.159 0.666
O -0.128 2.391 1.370
C 0.550 3.460 0.632
C -0.484 3.925 -0.373
C 1.720 2.882 -0.127
C 0.879 4.455 1.698
O 1.169 0.343 2.665
C 1.667 0.484 4.037
C 1.056 -0.525 4.910
C 1.400 1.908 4.521
C 3.160 0.156 3.771
H -4.212 1.049 4.657
H -2.722 1.612 5.420
H -2.785 -0.030 4.849
H -4.609 1.351 2.273
H -3.750 -0.197 2.304
H -3.296 0.953 1.150
H -3.603 3.267 3.482
H -2.322 3.110 2.188
H -1.875 3.343 3.874
H -1.011 3.070 -0.786
H 0.023 4.465 -1.126
H -1.195 4.564 0.119
H 1.401 2.280 -0.964
H 2.397 2.411 0.540
H 2.236 3.740 -0.576
H -0.056 4.729 2.175
H 1.136 5.389 1.259
H 1.618 4.158 2.424
H -0.068 -0.492 4.964
H 1.351 -0.355 5.967
H 1.265 -1.593 4.739
H 0.331 1.976 4.510
H 1.929 2.646 3.897
H 1.799 2.021 5.539
H 3.369 -0.809 3.199
H 3.799 0.044 4.630
H 3.553 0.913 3.098
Br 1.404 3.401 -3.632
C -0.255 2.634 -4.303
C -0.643 3.238 -5.518
C -1.836 2.875 -6.153
C -2.834 2.055 -5.513
C -2.471 1.544 -4.283
C -1.179 1.716 -3.728
C -0.874 0.754 -2.603
O 0.311 0.603 -2.143
O -1.799 0.032 -2.120
H 0.073 3.821 -6.031
H -1.984 3.305 -7.139
H -3.893 1.972 -5.856
H -3.199 1.103 -3.651

Its frontier orbital gap is 7.154 eV. As for the net charge: 0. The LUMO energy comes out at -0.23 eV.

Results of the Mulliken charge analysis, in e, for atoms 1 through 6: atom 1 (Zr): -0.01, atom 2 (C): -0.40, atom 3 (S): -0.17, atom 4 (C): 0.09, atom 5 (S): -0.31, atom 6 (N): -0.58

E_tot, record by record: -33280.24164, -209332.93751, -19378.73361, -195995.18047 eV
Energy above the lowest of the compared OMol25 structures with the same formula, charge and spin, record by record: 108.21, 24.65, 139.22, 28.16 kcal/mol